1.
DFT (the ωB97M-V functional and the def2-TZVPD basis) results for a gas-phase ion, CHF2O3S (charge -1) in a non-equilibrium geometry.

Cartesian coordinates (Å):
C: -0.102 0.084 0.917
O: -0.773 0.765 -1.744
O: -0.272 3.061 -0.932
O: -0.594 1.277 0.999
F: 1.194 0.075 1.380
F: -0.649 -0.909 1.766
S: -1.153 1.890 -0.794
H: -0.070 -0.246 -0.212

Results
- M (g/mol) = 131.1
- LUMO level (eV) = 3.85
- energy above the lowest of the compared OMol25 structures with the same formula, charge and spin (kJ/mol) = 12.19
- E_tot (Ha) = -862.42407
- charge = -1

***

2.
DFT (the ωB97M-V functional and the def2-TZVPD basis) results for 2 unconnected molecules or ions with the total composition CHF2OS2 in a non-equilibrium geometry.

Cartesian coordinates (Å):
C: 0.356 0.572 0.137
O: 0.136 -0.606 -2.024
F: 1.469 0.779 0.922
F: -0.598 1.343 0.600
S: -1.907 -1.448 1.096
S: -0.076 -1.305 0.269
H: 0.621 0.665 -1.001

Results
- M (g/mol) = 131.1
- LUMO level (spin up / spin down) (eV) = 2.82 / 2.82
- energy above the lowest of the compared OMol25 structures with the same formula, charge and spin (kJ/mol) = 405.03
- E_tot (Ha) = -1109.94377
- charge = -1

***

3.
DFT (the ωB97M-V functional and the def2-TZVPD basis) results for a molecular structure, CHF3InMgNO3S2 in a non-equilibrium geometry.

Cartesian coordinates (Å):
Mg: -2.771 -1.462 -0.748
N: -0.224 -0.135 0.218
S: -0.132 -0.283 -1.387
O: -1.467 -0.770 -2.012
S: -1.236 -1.293 1.101
O: 0.772 -1.547 2.686
C: -0.275 1.543 -1.791
F: 0.784 2.176 -1.310
F: -1.373 2.041 -1.252
F: -0.311 1.690 -3.104
In: 1.080 0.002 1.648
O: 2.235 -0.649 3.050
H: 2.917 -1.314 2.901

Results
- M (g/mol) = 335.3
- LUMO level (eV) = -10.23
- energy above the lowest of the compared OMol25 structures with the same formula, charge and spin (kJ/mol) = 347.13
- E_tot (Ha) = -1804.50589
- charge = +2

***

Look up the charge of the second one. -1

***

What is the energy above the lowest of the compared OMol25 structures with the same formula, charge and spin in the third record? 347.13 kJ/mol

***

The lowest energy above the lowest of the compared OMol25 structures with the same formula, charge and spin belongs to which entry? CHF2O3S